# 1
This record from the OMol25 dataset describes an isolated molecule of C4H5NO in a non-equilibrium geometry. The level of theory is wB97M-V/def2-TZVPD.

As for the largest force on an atom: 0.0228 hartree/bohr. Its SMILES is C=C(C)OC#N. Its LUMO energy is 0.027 hartree. The calculation puts the energy above the lowest of the compared OMol25 structures with the same formula, charge and spin at 171.3 kJ/mol. For the total energy, the calculation gives -7764.75146 eV. The gap between HOMO and LUMO is 10.6981 eV.

XYZ file:
```
11
C4H5NO, DFT wB97M-V/def2-TZVPD
O -1.338 0.174 0.254
N -2.540 0.074 -1.888
C 0.068 0.019 0.106
C -1.985 0.123 -0.870
C 0.621 0.268 -1.071
C 0.730 -0.307 1.403
H 1.644 0.001 -1.287
H 0.047 0.754 -1.850
H 1.686 -0.799 1.210
H 0.121 -0.934 2.057
H 0.945 0.626 1.937
```

---

# 2
This record from the OMol25 dataset describes an isolated molecule of C7H10Cl2O in a non-equilibrium geometry. The level of theory is wB97M-V/def2-TZVPD.

As for the largest force on an atom: 0.1162 hartree/bohr. Its LUMO energy (spin up / spin down) is 0.009 / -0.026 hartree. The calculation puts the energy above the lowest of the compared OMol25 structures with the same formula, charge and spin at 36.4 kJ/mol. For the total energy, the calculation gives -34508.51582 eV. The gap between HOMO and LUMO (spin up / spin down) is 8.7682 / 6.0888 eV.

XYZ file:
```
20
C7H10Cl2O, DFT wB97M-V/def2-TZVPD
Cl 3.112 1.307 -0.386
Cl 2.864 -1.528 -0.211
O -0.584 1.334 -0.593
C -0.468 -2.330 0.002
C -0.222 0.220 0.065
C 2.535 -0.029 0.551
C -1.902 -0.826 -1.260
C 0.960 0.218 1.068
C -0.259 2.652 0.045
C -0.891 -0.968 -0.457
H -1.110 3.215 -0.168
H -0.740 -2.519 1.116
H 0.626 2.977 -0.411
H -2.558 -1.609 -1.711
H -2.361 0.175 -1.603
H 0.936 1.322 1.461
H -0.956 -3.185 -0.515
H 0.628 -2.502 0.064
H -0.225 2.676 1.156
H 0.614 -0.601 1.788
```

---

# 3
This record from the OMol25 dataset describes a structure of composition C41H48AsN6O2S4SeSiTi in a non-equilibrium geometry. The level of theory is wB97M-V/def2-TZVPD.

As for the largest force on an atom: 0.0407 hartree/bohr. Its LUMO energy is -0.153 hartree. The calculation puts the energy above the lowest of the compared OMol25 structures with the same formula, charge and spin at 243.8 kJ/mol. Its total charge is +1. For the total energy, the calculation gives -256843.90042 eV. The gap between HOMO and LUMO is 4.3583 eV.

XYZ file:
```
105
C41H48AsN6O2S4SeSiTi, DFT wB97M-V/def2-TZVPD
Se -3.598 0.645 0.560
As -1.262 3.162 2.772
Ti 0.536 0.041 0.193
S -0.134 2.562 1.079
S 3.154 0.919 -1.545
S -1.924 1.351 -1.605
S 2.038 -1.721 -2.559
Si -5.921 0.491 0.566
O 1.854 1.139 -0.807
O -0.840 0.542 -0.919
N -2.547 -3.020 2.046
N 1.524 -1.725 0.058
N 2.218 0.168 1.548
N 4.885 0.736 2.253
N -0.568 -1.208 1.300
N 4.777 -7.877 -0.585
C -2.559 -1.764 2.471
C -1.425 5.097 2.662
C -6.470 0.287 2.387
C 3.853 1.453 2.724
C 5.274 -6.974 0.242
C 2.549 1.173 2.367
C 3.645 3.250 -0.131
C 2.903 -1.791 0.430
C -4.306 -1.807 -3.838
C 3.267 -0.638 1.150
C 6.392 3.128 -0.569
C -4.660 -0.470 -3.934
C 1.409 -4.110 0.234
C -0.480 -2.545 0.966
C 1.499 2.341 -3.274
C 0.769 -2.903 0.392
C -1.007 2.098 -3.062
C 4.596 -0.287 1.506
C -0.281 2.848 4.442
C 2.805 -4.160 0.033
C 5.568 2.150 -1.098
C 2.822 1.598 -3.237
C -6.403 -0.963 -0.561
C -1.588 -0.851 2.083
C -3.218 -2.188 -3.072
C 3.641 -7.598 -1.198
C -2.463 -1.233 -2.411
C -6.660 2.108 -0.134
C -1.525 -3.414 1.322
C 2.949 -6.410 -1.023
C 3.481 -5.444 -0.167
C 0.297 1.394 -3.403
C 3.552 -3.001 0.244
C -3.095 2.660 3.204
C -3.919 0.492 -3.267
C 4.678 -5.747 0.483
C 4.200 2.234 -0.889
C 5.846 4.163 0.174
C -2.817 0.098 -2.526
C 1.152 -1.329 -1.254
C 4.480 4.222 0.400
H -0.143 1.778 4.619
H -1.610 -1.514 -1.800
H 5.975 1.324 -1.660
H -1.586 0.176 2.445
H -3.740 2.886 2.353
H -0.443 5.557 2.536
H -3.389 -1.462 3.088
H 0.875 -5.031 0.406
H 0.433 0.556 -2.709
H -5.521 -0.179 -4.516
H -0.828 3.126 -2.751
H -6.261 -0.697 -1.604
H -3.202 1.601 3.437
H 3.267 -8.365 -1.861
H -7.552 0.273 2.458
H 0.695 3.335 4.389
H 1.509 3.041 -4.113
H -1.522 -4.445 1.006
H 6.490 4.928 0.578
H 1.395 2.924 -2.354
H -4.891 -2.554 -4.354
H -0.847 3.274 5.268
H 3.667 2.230 -3.501
H -4.194 1.536 -3.313
H -7.443 -1.230 -0.420
H 2.575 3.274 0.038
H -2.965 -3.234 -2.979
H 4.097 2.273 3.380
H 4.622 -3.061 0.347
H 2.032 -6.220 -1.558
H -1.718 2.105 -3.883
H 4.059 5.027 0.985
H 6.195 -7.248 0.741
H -7.742 2.041 -0.144
H -6.096 -0.639 2.811
H 5.419 -0.880 1.135
H 2.808 0.724 -3.887
H 1.732 1.784 2.739
H -6.324 2.279 -1.151
H -2.048 5.345 1.799
H 7.456 3.075 -0.728
H 0.261 0.971 -4.410
H 5.121 -5.054 1.182
H -5.791 -1.836 -0.358
H -1.898 5.479 3.567
H -3.381 3.266 4.066
H -6.385 2.974 0.460
H -6.105 1.106 2.999
```

---

# 4
This record from the OMol25 dataset describes a structure of composition C44H35NO4P2PdSi. The level of theory is wB97M-V/def2-TZVPD.

As for the largest force on an atom: 0.0120 hartree/bohr. Its LUMO energy is -0.269 hartree. Its total charge is +2. For the total energy, the calculation gives -85797.15597 eV. The gap between HOMO and LUMO is 6.1401 eV.

XYZ file:
```
88
C44H35NO4P2PdSi, DFT wB97M-V/def2-TZVPD
Pd -0.224 0.173 0.382
P -1.588 1.305 -1.016
P -1.809 -0.668 1.736
Si -0.796 -1.551 -1.139
O 6.687 0.401 3.199
O 6.016 1.219 5.081
O 0.591 1.113 2.086
O 1.737 0.233 -0.456
N 5.834 0.824 3.950
C 0.644 -2.712 -1.244
C -4.039 -4.035 -0.394
C -3.031 2.383 4.081
C -0.518 2.730 -0.953
C -0.354 3.440 0.243
C -2.753 -1.947 0.892
C -0.725 -1.444 2.950
C 1.135 4.116 -2.015
C 2.776 0.340 0.226
C -2.100 0.692 -4.992
C -1.175 -0.717 -2.760
C -4.415 2.338 3.967
C 1.289 -2.658 3.477
C 4.225 0.600 2.123
C 4.462 0.905 3.429
C -5.961 2.169 -0.103
C 1.828 1.041 2.464
C -0.237 -2.036 5.231
C 1.270 4.841 -0.838
C -1.639 0.591 -2.652
C 0.943 -2.642 4.822
C 3.423 1.309 4.279
C -1.617 -0.606 -5.126
C -2.852 0.509 2.585
C 0.533 4.499 0.290
C -3.272 1.651 -0.530
C -2.246 1.472 3.397
C -5.008 3.110 0.262
C -1.164 -1.312 -4.020
C 0.251 3.053 -2.077
C -2.978 -3.391 -1.015
C -2.313 -2.343 -0.380
C -4.241 0.487 2.445
C -4.436 -3.660 0.883
C 0.454 -2.070 2.543
C 2.142 1.375 3.803
C -1.070 -1.432 4.301
C -3.790 -2.622 1.536
C -5.017 1.393 3.149
C -4.233 0.700 -0.892
C -3.663 2.858 0.051
C 2.912 0.652 1.611
C -2.118 1.303 -3.749
C -5.574 0.961 -0.673
H -4.722 -0.228 1.794
H -5.313 4.051 0.698
H -2.936 3.615 0.306
H -2.458 1.226 -5.861
H -1.165 1.500 3.484
H 0.658 5.055 1.209
H -4.088 -2.353 2.541
H -0.510 -2.032 6.277
H -2.669 -3.718 -2.001
H 1.592 -3.106 5.552
H 0.352 -3.543 -1.895
H 1.962 5.671 -0.795
H -0.802 -2.325 -4.147
H 1.331 1.682 4.450
H -0.879 3.141 1.142
H -4.548 -4.845 -0.899
H -2.564 3.122 4.718
H -3.940 -0.234 -1.357
H -1.982 -0.952 4.631
H 3.656 1.557 5.306
H -7.012 2.380 0.047
H -5.024 3.044 4.515
H 0.153 2.487 -2.994
H -1.598 -1.070 -6.103
H 0.918 -3.151 -0.285
H 0.740 -2.105 1.496
H -6.318 0.234 -0.966
H -2.488 2.316 -3.640
H -6.094 1.360 3.055
H 1.721 4.377 -2.885
H 3.718 0.165 -0.309
H 2.207 -3.132 3.156
H -5.245 -4.183 1.374
H 1.510 -2.219 -1.682
H 5.052 0.309 1.488
```

---

# 5
This record from the OMol25 dataset describes an isolated molecule of CH3Br2ClSi in a non-equilibrium geometry. The level of theory is wB97M-V/def2-TZVPD.

As for the largest force on an atom: 0.0423 hartree/bohr. Its SMILES is C[Si](Cl)(Br)Br. Its LUMO energy is 0.013 hartree. The calculation puts the energy above the lowest of the compared OMol25 structures with the same formula, charge and spin at 0.0 kJ/mol. For the total energy, the calculation gives -161574.85287 eV. The gap between HOMO and LUMO is 10.9259 eV.

XYZ file:
```
8
CH3Br2ClSi, DFT wB97M-V/def2-TZVPD
Br -1.854 -1.913 0.806
Br -1.793 1.656 0.788
Cl -1.215 -0.049 -2.122
Si -0.813 -0.028 -0.128
C 1.116 0.045 0.129
H 1.421 -0.472 1.051
H 1.457 1.166 0.137
H 1.680 -0.405 -0.661
```

---

# 6
This record from the OMol25 dataset describes an isolated molecule of C6H11P in a non-equilibrium geometry. The level of theory is wB97M-V/def2-TZVPD.

As for the largest force on an atom: 0.0525 hartree/bohr. Its LUMO energy (spin up / spin down) is -0.026 / 0.004 hartree. The calculation puts the energy above the lowest of the compared OMol25 structures with the same formula, charge and spin at 348.0 kJ/mol. For the total energy, the calculation gives -15684.23611 eV. The gap between HOMO and LUMO (spin up / spin down) is 6.9234 / 8.0278 eV.

XYZ file:
```
18
C6H11P, DFT wB97M-V/def2-TZVPD
P 0.675 -1.510 0.860
C -2.180 -1.621 0.948
C 0.732 0.317 -1.810
C 1.171 1.433 -0.967
C 0.466 0.269 -0.303
C 2.449 2.129 -0.788
C -0.932 -1.370 1.789
H 2.472 2.666 0.160
H -2.114 -2.586 0.449
H 2.611 2.833 -1.604
H -0.563 0.506 -0.053
H -3.064 -1.620 1.584
H 3.281 1.414 -0.795
H -2.305 -0.854 0.186
H -0.976 -0.388 2.267
H -0.873 -2.121 2.583
H 1.487 -0.338 -2.239
H -0.120 0.439 -2.470
```

---

# 7
This record from the OMol25 dataset describes a cluster of 7 separate species, C15H45ClN9O10 in total in a non-equilibrium geometry. The level of theory is wB97M-V/def2-TZVPD.

As for the largest force on an atom: 0.1125 hartree/bohr. Its LUMO energy is 0.071 hartree. The calculation puts the energy above the lowest of the compared OMol25 structures with the same formula, charge and spin at 28.8 kJ/mol. Its total charge is -1. For the total energy, the calculation gives -62686.21009 eV. The gap between HOMO and LUMO is 8.3018 eV.

XYZ file:
```
80
C15H45ClN9O10, DFT wB97M-V/def2-TZVPD
Cl 0.738 0.803 -1.312
O 2.170 1.059 -1.097
O -0.989 6.367 2.916
O 0.264 -5.386 4.861
O 5.377 -8.144 0.075
O 0.062 2.065 -1.678
O -0.064 4.347 -8.695
O 7.067 -0.158 -6.630
O 0.198 0.179 -0.115
O 0.557 -0.090 -2.416
O -8.575 0.897 1.496
N -8.652 2.068 -1.081
N 1.515 4.848 2.879
N 0.500 3.360 -6.855
N 6.330 0.021 -4.533
N 2.147 -5.282 6.053
N 2.810 -5.291 -0.471
N 1.257 -3.453 5.324
N -1.390 4.376 -6.905
N 4.943 -0.623 -6.060
C -0.269 4.097 -7.557
C 1.147 -4.755 5.418
C 0.521 4.695 3.967
C 0.919 5.632 5.057
C -2.387 6.807 2.723
C 6.155 -0.198 -5.783
C -6.303 1.763 -1.367
C -0.927 4.956 3.363
C 5.395 -9.173 -0.910
C 5.104 -4.971 0.154
C -7.378 1.290 0.803
C 4.075 -7.385 0.077
C 4.144 -5.953 -0.479
C -8.579 0.910 2.915
C -7.516 1.207 -0.734
H 0.268 5.579 5.930
H -8.858 1.906 -2.056
H 1.059 6.658 4.717
H -6.316 2.826 -1.125
H 1.061 5.126 2.020
H 0.643 -2.896 4.748
H -9.341 1.706 -0.438
H -7.683 0.452 3.333
H -6.527 0.695 1.134
H 0.598 3.673 4.339
H -2.860 6.567 3.675
H 3.776 -7.285 1.121
H 0.283 3.076 -5.911
H -7.278 2.337 1.091
H 2.923 -4.762 6.438
H 1.774 3.897 2.662
H -1.684 5.323 -7.098
H 4.830 -4.895 1.207
H 4.426 -6.062 -1.526
H 2.918 -4.303 -0.653
H -7.709 0.233 -1.184
H 5.123 -8.853 -1.916
H 5.586 0.209 -3.876
H -9.458 0.400 3.309
H 3.308 -7.971 -0.428
H 4.899 -3.990 -0.273
H 4.953 -1.254 -6.849
H -1.626 4.756 4.175
H -2.359 7.863 2.453
H 6.170 -5.197 0.128
H -1.136 4.281 2.533
H -2.770 6.300 1.837
H 7.227 0.430 -4.315
H 4.803 -10.040 -0.619
H 2.048 -3.063 5.817
H -5.388 1.358 -0.935
H 1.891 -6.239 6.246
H -8.516 1.944 3.253
H 1.871 5.187 5.347
H 4.269 -0.604 -5.308
H 6.364 -9.643 -1.081
H 2.384 -5.353 0.443
H -6.072 1.734 -2.432
H -1.551 3.986 -5.987
H 1.311 3.019 -7.351
```

---

# 8
This record from the OMol25 dataset describes a structure of composition C43H50AlBrN8O2P in a non-equilibrium geometry. The level of theory is wB97M-V/def2-TZVPD.

As for the largest force on an atom: 0.0209 hartree/bohr. Its LUMO energy is 0.074 hartree. The calculation puts the energy above the lowest of the compared OMol25 structures with the same formula, charge and spin at 13.6 kJ/mol. Its total charge is -1. For the total energy, the calculation gives -147348.07464 eV. The gap between HOMO and LUMO is 5.7995 eV.

XYZ file:
```
106
C43H50AlBrN8O2P, DFT wB97M-V/def2-TZVPD
Br 1.037 0.016 0.557
P -0.660 -2.052 3.411
Al 1.054 -2.098 1.765
O -1.866 -3.081 2.794
O 3.145 -0.858 3.294
N 7.668 -2.485 -3.547
N 5.591 1.266 0.925
N -0.691 1.011 -6.131
N 2.620 3.989 -5.369
N -6.356 1.562 0.719
N -7.731 2.962 5.625
N 2.964 -2.685 -3.073
N -3.213 -5.007 5.212
C 6.349 1.992 0.104
C -6.307 1.188 3.090
C 7.163 -1.231 -1.110
C -3.445 -7.346 4.749
C -10.112 3.092 5.857
C -4.818 -7.260 4.906
C -4.534 -4.941 5.357
C 4.753 3.027 -4.839
C 2.431 -1.707 -2.338
C 5.841 2.870 -0.837
C -7.640 2.946 6.954
C 2.627 -2.727 -4.362
C 6.121 -1.579 -1.952
C 4.266 1.406 0.826
C -8.736 2.997 7.800
C 6.424 -2.202 -3.154
C -8.952 3.033 5.101
C 3.656 2.264 -0.083
C -5.243 -0.363 1.621
C -0.136 1.963 -6.876
C -0.865 2.871 -7.628
C -2.020 0.940 -6.117
C -2.841 1.795 -6.836
C -1.377 -0.330 3.462
C 1.569 -0.745 -2.844
C 4.507 -0.726 3.621
C 4.640 5.028 -6.133
C -5.580 0.022 2.907
C 8.657 -2.144 -2.724
C -6.667 1.914 1.966
C 5.399 4.037 -5.532
C 2.792 -2.176 2.827
C 8.461 -1.520 -1.502
C 3.261 4.958 -6.018
C 1.774 -1.818 -4.965
C -5.378 -6.032 5.218
C -2.247 2.782 -7.607
C 3.365 3.045 -4.790
C -5.652 0.441 0.567
C -2.690 -6.194 4.913
C 1.235 -0.803 -4.188
C -9.999 3.073 7.237
C 4.463 3.005 -0.929
H 2.629 5.715 -6.471
H -2.241 -0.277 2.802
H 5.105 5.838 -6.679
H 3.620 -2.630 2.278
H -1.612 -6.215 4.798
H 0.947 1.998 -6.860
H -0.626 0.397 3.186
H 9.306 -1.266 -0.875
H 5.636 -2.496 -3.836
H -4.929 -3.959 5.595
H -8.601 2.978 8.873
H -4.672 -1.263 1.438
H 6.506 3.434 -1.479
H -6.588 1.530 4.077
H -5.404 0.179 -0.456
H 4.028 3.684 -1.652
H -2.967 -8.283 4.501
H -10.881 3.114 7.864
H 2.818 2.269 -4.264
H 2.591 -2.803 3.704
H 2.709 -1.699 -1.290
H -6.633 2.889 7.352
H -7.234 2.835 2.061
H 6.479 4.054 -5.599
H 3.071 -3.537 -4.935
H 4.722 0.336 3.732
H 5.310 2.240 -4.349
H 1.540 -1.898 -6.019
H -2.073 -3.674 3.529
H -5.274 -0.578 3.755
H -6.445 -5.918 5.347
H 5.154 -1.113 2.831
H 3.673 0.802 1.504
H -0.360 3.629 -8.211
H -1.739 -0.159 4.471
H 1.171 0.025 -2.197
H -11.078 3.149 5.374
H -3.916 1.692 -6.787
H 4.723 -1.235 4.566
H 5.094 -1.375 -1.686
H 6.966 -0.742 -0.164
H 0.573 -0.067 -4.628
H 9.658 -2.386 -3.068
H -8.997 3.038 4.017
H -2.853 3.473 -8.180
H -5.443 -8.136 4.784
H 7.421 1.855 0.212
H -2.441 0.158 -5.493
H 0.905 -3.322 0.752
H 2.580 2.336 -0.126
```